Below is a structure of composition C29H53N4P3RuS2, with properties calculated with ωB97M-V/def2-TZVPD.

Atoms and positions in Å:
Ru (0.504, 0.495, -0.120)
C (1.444, -0.480, 3.407)
P (1.967, 0.363, 1.876)
C (3.742, -0.032, 2.006)
C (1.881, 2.111, 2.447)
C (0.424, 2.428, 2.790)
P (-0.724, 1.896, 1.437)
C (-2.230, 1.393, 2.320)
C (-1.259, 3.515, 0.784)
H (0.393, -0.324, 3.637)
H (2.061, -0.101, 4.225)
H (1.593, -1.552, 3.297)
H (4.104, 0.356, 2.958)
H (4.330, 0.380, 1.203)
H (3.862, -1.114, 1.999)
H (2.248, 2.756, 1.647)
H (2.527, 2.252, 3.316)
H (0.281, 3.492, 2.970)
H (0.130, 1.907, 3.700)
H (-2.493, 2.151, 3.061)
H (-2.085, 0.425, 2.789)
H (-3.048, 1.297, 1.603)
H (-1.678, 4.099, 1.603)
H (-2.020, 3.392, 0.014)
H (-0.414, 4.055, 0.357)
S (-0.630, -1.599, 1.532)
C (-1.058, -2.248, -0.004)
C (-1.660, -3.514, -0.167)
C (-2.032, -3.933, -1.421)
C (-1.812, -3.093, -2.518)
C (-1.197, -1.890, -2.288)
N (-0.795, -1.470, -1.069)
H (-1.827, -4.125, 0.711)
H (-2.503, -4.900, -1.557)
H (-2.113, -3.372, -3.520)
H (-1.020, -1.213, -3.113)
C (3.849, 2.748, -1.965)
C (4.445, 1.378, -2.346)
C (5.361, 1.010, -1.178)
C (5.337, 1.518, -3.594)
P (3.038, 0.132, -2.540)
N (1.877, 0.330, -1.462)
C (2.276, 0.376, -4.261)
C (0.820, -0.113, -4.194)
C (3.004, -0.350, -5.397)
C (2.169, 1.869, -4.620)
C (3.669, -1.627, -2.394)
C (4.995, -1.912, -3.118)
C (2.573, -2.573, -2.916)
C (3.818, -1.960, -0.904)
H (4.668, 3.397, -1.637)
H (3.147, 2.644, -1.138)
H (3.348, 3.247, -2.789)
H (6.173, 1.743, -1.145)
H (5.816, 0.027, -1.261)
H (4.825, 1.086, -0.237)
H (6.081, 2.295, -3.391)
H (4.801, 1.819, -4.488)
H (5.881, 0.599, -3.816)
H (0.728, -1.195, -4.145)
H (0.300, 0.226, -5.098)
H (0.322, 0.315, -3.330)
H (2.966, -1.432, -5.301)
H (4.044, -0.052, -5.508)
H (2.491, -0.095, -6.331)
H (1.636, 2.429, -3.855)
H (1.585, 1.939, -5.544)
H (3.124, 2.349, -4.811)
H (4.964, -1.664, -4.177)
H (5.204, -2.984, -3.042)
H (5.841, -1.391, -2.670)
H (2.458, -2.547, -3.997)
H (1.607, -2.368, -2.446)
H (2.862, -3.592, -2.647)
H (4.695, -1.499, -0.452)
H (3.927, -3.044, -0.802)
H (2.929, -1.661, -0.353)
N (-2.912, 4.603, -4.928)
C (-3.386, 3.622, -4.097)
S (-5.097, 3.331, -4.145)
C (-2.537, 2.907, -3.229)
C (-1.175, 3.253, -3.056)
C (-0.386, 2.520, -2.206)
N (-0.820, 1.456, -1.509)
C (-2.117, 1.123, -1.654)
C (-2.987, 1.802, -2.469)
H (-3.551, 5.061, -5.557)
H (-1.975, 4.503, -5.282)
H (-0.741, 4.116, -3.546)
H (0.654, 2.777, -2.059)
H (-2.445, 0.270, -1.078)
H (-4.014, 1.457, -2.539)

* expectation value of S²: 8.794
* total charge: +1
* Kohn-Sham gap (alpha / beta): 7.33 / 3.99 eV
* spin multiplicity: 6
* ΔE to the lowest compared entry with this formula, charge and spin: 12.0 kJ/mol
* lowest unoccupied orbital energy (alpha / beta): -1.8 / -5.3 eV

These are the Mulliken partial charges, in e, on atoms 1 to 2: atom 1 (Ru): -0.0188, atom 2 (C): -1.9436